one) Molecular formula: C40H110N10O10
Method: DFT, ωB97M-V with the def2-TZVPD basis set

Each line ends with the Mulliken charge.
Geometry (Å):
1 C 2.095 -4.999 -2.861  -1.006
2 C 0.995 -5.574 -1.923  1.404
3 C -0.406 -5.612 -2.613  -0.829
4 O -0.737 -4.386 -3.267  -0.197
5 C -2.179 -4.322 -3.292  -0.666
6 N 1.311 -6.923 -1.442  -0.657
7 H 1.803 -4.068 -3.368  -0.140
8 H 2.532 -5.744 -3.537  0.452
9 H 2.943 -4.700 -2.235  0.313
10 H 1.035 -4.877 -1.084  -0.444
11 H -1.207 -5.835 -1.897  0.384
12 H -0.415 -6.478 -3.386  0.154
13 H -2.381 -3.319 -3.546  0.141
14 H -2.642 -4.516 -2.269  0.303
15 H -2.575 -5.095 -3.979  0.333
16 H 1.558 -6.921 -0.471  0.271
17 H 1.963 -7.393 -1.983  0.220
18 C -2.868 -0.273 -5.146  -0.861
19 C -2.426 -0.261 -6.602  0.273
20 C -3.636 -0.577 -7.586  -0.925
21 O -3.282 -0.361 -8.949  -0.280
22 C -4.382 -0.280 -9.793  -0.733
23 N -1.694 0.958 -6.969  -0.459
24 H -3.638 -0.981 -4.941  0.449
25 H -3.207 0.736 -4.860  0.385
26 H -2.045 -0.514 -4.479  -0.256
27 H -1.628 -1.049 -6.721  0.190
28 H -4.544 0.015 -7.344  0.434
29 H -3.951 -1.595 -7.565  0.442
30 H -5.139 0.446 -9.460  0.310
31 H -4.885 -1.244 -9.872  0.301
32 H -3.968 0.004 -10.786  0.226
33 H -2.231 1.816 -7.152  0.216
34 H -1.108 0.720 -7.773  0.274
35 C -5.286 -2.471 1.773  -1.781
36 C -4.645 -1.318 1.005  2.158
37 C -5.128 -1.249 -0.392  -0.940
38 O -5.082 -2.516 -1.035  -0.316
39 C -5.197 -2.422 -2.466  -0.397
40 N -4.812 -0.043 1.582  -0.368
41 H -5.270 -3.455 1.234  0.293
42 H -6.376 -2.215 1.987  0.357
43 H -4.818 -2.569 2.705  0.562
44 H -3.523 -1.483 0.935  -0.886
45 H -4.518 -0.536 -0.937  0.263
46 H -6.154 -0.826 -0.391  0.260
47 H -4.662 -3.268 -2.941  0.152
48 H -4.730 -1.463 -2.709  0.100
49 H -6.183 -2.380 -2.944  0.309
50 H -5.567 0.052 2.249  0.217
51 H -3.984 0.388 1.903  0.011
52 C 5.348 -0.508 3.884  -1.155
53 C 4.697 0.788 4.416  0.110
54 C 5.363 2.079 3.984  0.126
55 O 6.642 2.292 4.468  -0.443
56 C 7.597 2.810 3.498  -0.669
57 N 3.356 0.868 3.848  0.044
58 H 4.829 -1.441 4.248  0.293
59 H 6.419 -0.469 4.192  0.374
60 H 5.326 -0.531 2.764  0.095
61 H 4.596 0.773 5.507  0.330
62 H 4.744 2.959 4.378  0.234
63 H 5.303 2.076 2.888  -0.167
64 H 7.828 2.082 2.707  0.229
65 H 8.465 2.994 4.059  0.351
66 H 7.151 3.685 3.083  0.252
67 H 3.319 0.607 2.819  -0.212
68 H 3.014 1.848 3.927  0.071
69 C 0.193 2.792 1.494  -1.380
70 C -1.323 2.508 1.826  0.737
71 C -2.259 2.826 0.584  0.288
72 O -2.433 4.265 0.433  -0.423
73 C -3.768 4.669 0.643  -0.764
74 N -1.527 1.139 2.247  0.877
75 H 0.310 3.821 1.102  0.471
76 H 0.400 2.127 0.684  0.126
77 H 0.740 2.534 2.426  0.235
78 H -1.618 3.179 2.624  0.237
79 H -3.222 2.348 0.703  0.427
80 H -1.771 2.424 -0.333  -0.828
81 H -3.962 5.613 0.214  0.354
82 H -3.924 4.763 1.662  0.265
83 H -4.537 3.989 0.240  0.308
84 H -0.739 0.546 1.965  -0.908
85 H -1.603 1.122 3.246  -0.053
86 C 6.868 2.973 -0.973  -1.671
87 C 5.527 2.359 -0.476  0.949
88 C 4.514 3.472 -0.029  -0.759
89 O 5.015 4.014 1.182  -0.114
90 C 4.233 5.082 1.751  -0.707
91 N 4.914 1.672 -1.609  -0.499
92 H 7.452 3.539 -0.265  0.314
93 H 6.740 3.590 -1.835  0.369
94 H 7.475 2.157 -1.245  0.536
95 H 5.594 1.665 0.335  -0.019
96 H 3.524 3.063 0.084  0.245
97 H 4.524 4.260 -0.802  0.420
98 H 4.851 5.546 2.547  0.209
99 H 3.240 4.672 2.147  0.156
100 H 4.113 5.752 0.859  0.375
101 H 5.532 1.015 -2.138  0.303
102 H 4.061 1.222 -1.302  -0.114
103 C -3.975 3.377 4.933  -1.238
104 C -3.976 1.885 5.434  1.304
105 C -2.826 1.726 6.384  -1.015
106 O -1.592 2.012 5.664  -0.152
107 C -0.456 2.109 6.578  -0.807
108 N -5.244 1.438 6.007  -0.715
109 H -2.912 3.701 4.867  0.267
110 H -4.461 4.118 5.692  0.381
111 H -4.449 3.526 3.947  0.223
112 H -3.773 1.215 4.559  -0.323
113 H -2.799 0.727 6.745  0.399
114 H -3.053 2.487 7.150  0.346
115 H -0.795 2.336 7.580  0.354
116 H 0.300 2.813 6.149  0.240
117 H 0.099 1.138 6.539  0.237
118 H -5.656 2.208 6.533  0.265
119 H -5.899 1.067 5.344  0.259
120 C -0.597 1.944 -3.280  -0.396
121 C 0.851 2.389 -3.425  0.912
122 C 1.672 1.385 -4.333  -0.996
123 O 1.504 0.084 -3.656  0.264
124 C 2.228 -0.981 -4.296  -0.203
125 N 0.860 3.746 -4.027  -0.733
126 H -0.578 1.020 -2.742  -0.547
127 H -1.074 1.751 -4.240  0.282
128 H -1.218 2.680 -2.772  0.498
129 H 1.320 2.367 -2.447  -0.172
130 H 2.723 1.622 -4.343  0.405
131 H 1.190 1.423 -5.322  0.214
132 H 1.747 -1.026 -5.337  0.266
133 H 2.149 -1.935 -3.785  -0.423
134 H 3.339 -0.824 -4.360  0.268
135 H 1.768 4.006 -4.379  0.259
136 H 0.221 3.702 -4.827  0.291
137 C 0.487 -3.006 5.059  -1.776
138 C 0.524 -2.249 3.779  0.711
139 C -0.616 -2.639 2.928  0.141
140 O -0.678 -4.061 2.716  -0.421
141 C -1.822 -4.467 1.996  -0.381
142 N 0.630 -0.784 3.902  0.044
143 H 0.232 -4.029 4.814  0.442
144 H -0.181 -2.706 5.778  0.384
145 H 1.545 -3.010 5.422  0.350
146 H 1.417 -2.584 3.231  0.009
147 H -0.562 -2.107 1.976  -0.298
148 H -1.607 -2.288 3.369  0.170
149 H -2.724 -4.273 2.586  0.263
150 H -1.675 -5.540 1.786  0.324
151 H -1.984 -3.895 1.027  -0.032
152 H -0.074 -0.426 4.592  -0.054
153 H 1.514 -0.407 4.183  0.132
154 C 3.563 -1.828 -0.998  -1.414
155 C 2.410 -0.981 -0.342  1.844
156 C 1.018 -1.497 -0.752  -1.142
157 O 0.133 -0.447 -0.413  0.911
158 C -1.103 -0.783 -1.017  -0.800
159 N 2.566 -0.910 1.093  0.481
160 H 3.706 -2.830 -0.511  0.439
161 H 4.478 -1.306 -0.791  0.351
162 H 3.372 -1.970 -2.032  0.301
163 H 2.394 0.085 -0.807  -1.151
164 H 0.740 -2.434 -0.217  0.011
165 H 0.968 -1.704 -1.786  0.048
166 H -1.454 -1.776 -0.681  -0.041
167 H -1.012 -0.638 -2.036  0.622
168 H -1.772 -0.021 -0.573  -0.248
169 H 1.673 -0.679 1.519  -0.523
170 H 2.999 -1.694 1.597  0.248

Output
SMILES = COC[C@H](C)N.COC[C@H](C)N.COC[C@H](C)N.COC[C@H](C)N.COC[C@H](C)N.COC[C@H](C)N.COC[C@H](C)N.COC[C@H](C)N.COC[C@H](C)N.COC[C@H](C)N
Orbital gap = 9.3 eV
LUMO energy = 0.68 eV

***

two) Molecular formula: C40H110N10O10
Method: DFT, ωB97M-V with the def2-TZVPD basis set

Each line ends with the Mulliken charge.
Geometry (Å):
1 C -3.439 4.660 -8.529  -1.505
2 C -2.326 4.266 -7.572  0.658
3 C -2.770 3.181 -6.622  -1.045
4 O -1.745 3.029 -5.657  -0.002
5 C -1.935 1.965 -4.764  -0.194
6 N -1.177 3.733 -8.382  -0.736
7 H -4.362 4.921 -7.998  0.376
8 H -3.731 3.806 -9.141  0.321
9 H -3.128 5.513 -9.128  0.351
10 H -1.997 5.126 -6.981  0.286
11 H -2.905 2.237 -7.175  0.380
12 H -3.734 3.420 -6.152  0.455
13 H -2.935 2.004 -4.314  0.376
14 H -1.178 2.024 -3.989  -0.271
15 H -1.824 0.961 -5.202  0.051
16 H -0.532 4.520 -8.416  0.289
17 H -0.710 3.100 -7.732  0.200
18 C 4.182 -2.942 0.091  -1.524
19 C 4.367 -4.336 0.666  1.145
20 C 5.689 -4.960 0.247  -0.852
21 O 5.993 -6.053 1.068  -0.276
22 C 7.270 -6.592 0.795  -0.789
23 N 4.298 -4.194 2.161  -0.289
24 H 4.051 -2.904 -0.995  0.456
25 H 5.042 -2.334 0.377  0.426
26 H 3.290 -2.465 0.500  -0.064
27 H 3.554 -4.993 0.336  0.083
28 H 6.475 -4.188 0.218  0.397
29 H 5.588 -5.285 -0.801  0.379
30 H 7.296 -7.611 1.176  0.225
31 H 8.025 -5.998 1.323  0.310
32 H 7.518 -6.616 -0.269  0.306
33 H 3.480 -4.735 2.458  -0.026
34 H 4.982 -4.862 2.529  0.335
35 C -5.630 -2.737 -1.276  -1.839
36 C -4.185 -2.303 -1.202  0.893
37 C -3.237 -3.456 -1.369  -0.944
38 O -1.917 -3.092 -1.054  0.085
39 C -1.013 -4.100 -1.406  -0.103
40 N -3.964 -1.137 -2.080  -0.462
41 H -6.334 -1.905 -1.179  0.437
42 H -5.904 -3.452 -0.499  0.431
43 H -5.923 -3.167 -2.246  0.400
44 H -4.136 -1.888 -0.184  0.097
45 H -3.322 -3.846 -2.398  0.328
46 H -3.562 -4.282 -0.716  0.358
47 H -0.997 -4.251 -2.489  -0.309
48 H -1.214 -5.063 -0.916  0.425
49 H 0.004 -3.835 -1.114  0.173
50 H -3.044 -1.167 -2.499  -0.091
51 H -4.635 -1.154 -2.841  0.309
52 C 2.206 -7.745 1.602  -0.819
53 C 1.775 -7.936 3.064  0.447
54 C 1.120 -6.689 3.619  -0.822
55 O 1.963 -5.576 3.438  -0.326
56 C 1.438 -4.392 3.988  -0.800
57 N 0.822 -9.037 3.248  -0.720
58 H 2.840 -6.868 1.489  -0.100
59 H 1.284 -7.626 1.023  0.265
60 H 2.724 -8.635 1.245  0.363
61 H 2.661 -8.162 3.663  0.328
62 H 0.955 -6.840 4.691  0.274
63 H 0.150 -6.515 3.128  0.325
64 H 1.033 -4.522 5.002  0.428
65 H 0.620 -4.076 3.329  0.300
66 H 2.211 -3.635 4.103  0.108
67 H 1.299 -9.931 3.211  0.282
68 H 0.193 -9.078 2.449  0.273
69 C 1.462 7.082 -0.654  -1.511
70 C 2.177 6.135 -1.583  0.351
71 C 1.220 5.356 -2.478  -0.342
72 O 1.971 4.472 -3.257  -0.420
73 C 1.154 3.666 -4.084  -0.306
74 N 3.092 6.935 -2.435  -0.794
75 H 2.198 7.781 -0.265  0.424
76 H 0.912 6.532 0.107  0.356
77 H 0.760 7.680 -1.246  0.332
78 H 2.798 5.428 -1.031  0.366
79 H 0.700 6.092 -3.117  0.241
80 H 0.433 4.858 -1.890  0.179
81 H 0.347 4.256 -4.532  0.361
82 H 0.732 2.844 -3.497  -0.155
83 H 1.711 3.217 -4.906  0.321
84 H 2.508 7.618 -2.914  0.279
85 H 3.410 6.300 -3.166  0.310
86 C -0.923 0.949 4.171  -1.662
87 C -1.506 2.153 4.922  1.594
88 C -2.881 1.844 5.444  -0.953
89 O -3.624 3.034 5.659  -0.246
90 C -4.852 2.762 6.270  -0.943
91 N -0.601 2.444 6.040  -0.852
92 H -0.990 0.039 4.778  0.313
93 H 0.126 1.175 3.981  0.182
94 H -1.427 0.718 3.232  0.229
95 H -1.474 2.942 4.165  -0.164
96 H -2.776 1.284 6.380  0.455
97 H -3.417 1.210 4.721  0.382
98 H -5.454 2.046 5.681  0.376
99 H -5.421 3.687 6.320  0.252
100 H -4.736 2.269 7.243  0.334
101 H -0.836 3.363 6.415  0.293
102 H 0.355 2.594 5.728  0.271
103 C 4.637 1.574 3.229  -1.332
104 C 5.182 0.182 3.542  0.214
105 C 4.584 -0.348 4.837  -0.194
106 O 4.928 0.488 5.911  -0.362
107 C 4.295 0.158 7.116  -0.701
108 N 4.779 -0.688 2.431  -0.286
109 H 3.547 1.541 3.198  0.155
110 H 5.064 1.882 2.275  0.400
111 H 4.959 2.282 3.991  0.379
112 H 6.272 0.235 3.545  0.348
113 H 4.897 -1.383 5.038  0.441
114 H 3.492 -0.354 4.686  -0.014
115 H 4.555 0.927 7.842  0.261
116 H 4.669 -0.797 7.520  0.287
117 H 3.203 0.075 7.057  0.277
118 H 4.773 -1.677 2.663  0.220
119 H 3.863 -0.448 2.077  -0.009
120 C -0.610 1.862 -0.441  -1.142
121 C -0.296 0.393 -0.662  0.117
122 C -0.232 -0.470 0.560  -0.134
123 O 0.877 -0.115 1.338  -0.005
124 C 1.120 -1.068 2.365  -0.384
125 N -1.095 -0.154 -1.780  0.050
126 H -0.444 2.417 -1.363  -0.162
127 H -0.074 2.297 0.403  0.508
128 H -1.671 2.033 -0.195  0.346
129 H 0.706 0.442 -1.114  0.003
130 H -0.308 -1.545 0.340  0.168
131 H -1.164 -0.309 1.151  -0.114
132 H 0.191 -1.100 2.944  0.643
133 H 1.902 -0.705 3.028  -0.608
134 H 1.412 -2.018 1.909  0.365
135 H -0.774 -1.121 -1.806  -0.077
136 H -2.076 -0.232 -1.518  0.363
137 C -1.206 -3.760 -5.491  -1.517
138 C -0.023 -2.858 -5.771  0.312
139 C -0.405 -1.865 -6.855  -0.636
140 O 0.588 -0.896 -7.055  -0.322
141 C 0.115 0.167 -7.837  -0.472
142 N 0.344 -2.140 -4.546  -0.424
143 H -1.090 -4.294 -4.548  0.156
144 H -1.318 -4.532 -6.254  0.468
145 H -2.159 -3.226 -5.427  0.311
146 H 0.834 -3.447 -6.102  0.385
147 H -1.379 -1.401 -6.621  0.267
148 H -0.599 -2.389 -7.812  0.382
149 H -0.106 -0.139 -8.873  0.331
150 H 0.925 0.888 -7.931  0.305
151 H -0.808 0.607 -7.443  0.032
152 H -0.486 -1.671 -4.192  -0.117
153 H 1.039 -1.411 -4.629  0.323
154 C -2.761 4.073 1.976  -1.803
155 C -3.313 5.268 2.726  0.668
156 C -4.793 5.133 2.979  -0.657
157 O -5.244 6.150 3.845  -0.311
158 C -6.623 6.099 4.067  -0.761
159 N -2.568 5.392 4.034  -0.747
160 H -3.174 3.127 2.321  0.244
161 H -1.677 4.116 1.922  0.465
162 H -3.089 4.186 0.931  0.593
163 H -3.049 6.228 2.280  0.438
164 H -4.989 4.145 3.426  0.203
165 H -5.333 5.159 2.017  0.426
166 H -6.938 5.180 4.578  0.277
167 H -7.215 6.220 3.151  0.307
168 H -6.880 6.942 4.711  0.271
169 H -2.772 4.552 4.584  0.125
170 H -3.107 6.074 4.569  0.382

Output
SMILES = COC[C@H](C)N.COC[C@H](C)N.COC[C@H](C)N.COC[C@H](C)N.COC[C@H](C)N.COC[C@H](C)N.COC[C@H](C)N.COC[C@H](C)N.COC[C@H](C)N.COC[C@H](C)N
Orbital gap = 9.2 eV
LUMO energy = 0.43 eV

***

Pick two): it beats the second-best structure by 2.453 eV.

***

one) Molecular formula: C5H6S3
Method: DFT, ωB97M-V with the def2-TZVPD basis set

Each line ends with the natural charge from an NBO analysis.
Geometry (Å):
1 C 1.920 -0.379 0.091  -0.664
2 C 0.512 0.101 0.346  -0.132
3 C -0.518 -0.603 -0.085  -0.240
4 C -1.395 1.903 0.547  -0.772
5 C -0.828 -1.914 -0.606  -0.317
6 H 2.093 -1.328 -0.631  0.231
7 H 2.571 0.155 -0.496  0.240
8 H 2.575 -0.459 0.991  0.238
9 H -1.605 2.779 -0.127  0.241
10 H -1.738 2.460 1.548  0.231
11 H 0.325 -2.194 -1.084  0.190
12 S -2.071 0.382 -0.063  0.268
13 S 0.338 1.809 0.555  0.383
14 S -2.179 -2.712 -0.987  0.104

Output
SMILES = CC1=C(C=S)SCS1
Orbital gap = 7.0 eV
LUMO energy = -1.01 eV

***

two) Molecular formula: C5H6S3
Method: DFT, ωB97M-V with the def2-TZVPD basis set

Each line ends with the natural charge from an NBO analysis.
Geometry (Å):
1 C 1.083 2.430 0.509  -0.731
2 C -0.546 0.457 -0.411  -0.303
3 C -1.062 -1.021 -0.459  -0.500
4 C -0.029 -2.046 -0.588  -0.029
5 C 0.761 -2.952 -0.621  -0.197
6 H 1.906 2.570 1.196  0.225
7 H 1.358 2.823 -0.478  0.240
8 H 0.200 2.906 0.890  0.238
9 H -1.776 -1.107 -1.302  0.280
10 H -1.065 -1.337 1.846  0.124
11 H 1.537 -3.676 -0.693  0.243
12 S 0.896 0.616 0.518  0.354
13 S -1.172 1.610 -1.406  0.004
14 S -2.091 -1.272 1.001  0.051

Output
SMILES = C#C[C@@H](S)C(=S)SC
Orbital gap = 8.4 eV
LUMO energy = -0.36 eV

***

Pick two): it beats the second-best structure by 0.683 eV.